[1]
# C38H32BaCl3GeN3O2S6

A molecular structure, C38H32BaCl3GeN3O2S6 (the ωB97M-V functional and the def2-TZVPD basis, OMol25).

* energy relative to the best compared isomer or geometry (same formula, charge and spin): 1.090 eV
* maximum force: 1.790 eV/Å
* energy: -208288.9161 eV
* total charge: -1
* multiplicity: 2
* molar mass: 1071.39 u
* HOMO energy (spin up / spin down): -4.325 / -4.327 eV

Structure (XYZ):
```
86
Properties=species:S:1:pos:R:3:forces:R:3:lowdin_spin:R:1
Ba -0.082541 -0.404966 -0.560165 -1.45 0.27 0.35 0.01
C 3.165548 1.688411 -3.586523 -0.07 -0.04 0.02 0.00
C 2.097424 0.981258 -3.010377 0.15 0.15 0.08 0.00
N 1.647637 1.224759 -1.803871 0.08 0.10 -0.12 0.00
C 2.174068 2.223960 -1.063238 0.11 0.18 0.33 0.00
C 3.213860 3.031467 -1.587904 -0.02 0.12 -0.04 0.00
C 3.717046 2.705716 -2.866021 -0.01 -0.01 0.02 0.00
C 3.672953 4.160993 -0.881083 0.02 0.04 0.05 0.00
C 3.039149 4.491804 0.285568 0.18 0.12 -0.13 0.00
C 2.042364 3.694977 0.840830 -0.10 -0.14 0.19 0.00
C 1.631686 2.482227 0.275915 0.13 0.16 -0.22 0.00
N 0.739078 1.609482 0.789123 0.07 0.40 0.28 0.00
C 0.320560 1.660067 2.098638 -0.11 0.11 0.14 0.00
C 1.050469 2.146840 3.175844 0.01 -0.04 -0.24 0.00
C 0.521302 2.230101 4.468755 -0.11 -0.02 0.18 0.00
C -0.756637 1.841938 4.745851 -0.02 0.01 0.02 0.00
C -1.521972 1.241177 3.721223 0.12 0.00 0.13 0.00
C -2.821129 0.740290 3.950853 -0.02 -0.02 -0.09 0.00
C -3.480525 0.063552 2.967396 0.09 -0.08 0.07 0.00
C -2.806558 -0.158850 1.755497 0.05 0.21 0.15 0.01
N -1.623213 0.338575 1.500038 -0.22 0.22 0.07 0.01
C -0.971353 1.076170 2.431904 0.13 0.16 0.10 0.00
H 3.509843 1.438982 -4.579345 0.02 -0.02 -0.07 0.00
H 1.596451 0.199852 -3.560057 -0.09 -0.18 -0.09 0.00
H 4.524172 3.300969 -3.272746 0.06 0.05 -0.02 0.00
H 4.465357 4.765859 -1.294329 0.09 0.08 -0.05 0.00
H 3.318752 5.396927 0.809413 0.03 0.07 0.02 0.00
H 1.581383 4.026303 1.757167 -0.02 0.00 0.01 0.00
H 2.064974 2.476766 3.016567 0.04 0.01 -0.02 0.00
H 1.145855 2.630975 5.255704 0.03 0.03 0.07 0.00
H -1.178215 1.938947 5.735698 -0.03 0.00 0.08 0.00
H -3.270779 0.885521 4.924844 -0.01 0.01 0.04 0.00
H -4.470794 -0.338562 3.117264 -0.06 -0.03 0.02 0.00
H -3.266142 -0.753703 0.975591 -0.03 -0.04 -0.09 0.00
S -7.927218 0.611959 -3.735568 0.03 0.01 0.00 0.10
C -6.325223 0.480873 -3.383175 -0.05 0.00 0.00 0.02
S -5.294317 -0.727819 -4.056498 -0.01 0.04 0.04 -0.01
C -3.791372 -0.286386 -3.264465 -0.02 -0.16 -0.14 0.15
C -3.884238 0.825991 -2.404078 0.03 0.16 0.10 0.14
S -2.661563 1.532031 -1.512161 -0.11 0.10 0.01 0.30
S -5.491948 1.529403 -2.295649 -0.01 -0.02 -0.04 -0.01
S -2.423075 -1.183694 -3.592230 0.10 -0.03 0.07 0.28
Cl 2.463371 -3.427142 3.324143 -0.03 0.01 0.01 0.00
Ge 0.948370 -1.772733 2.807737 -0.10 -0.12 0.11 0.00
Cl -0.576498 -2.279905 4.395614 0.03 0.01 -0.03 0.00
Cl -0.183396 -2.999739 1.047769 0.01 -0.40 0.14 0.00
O 0.413543 -1.796297 -2.427447 0.51 -0.79 -1.52 0.00
S 1.081269 -3.123964 -2.589244 0.23 -0.45 0.00 0.00
C 2.268981 -2.918208 -3.959941 -0.14 -0.06 0.03 0.00
C 1.681517 -2.747702 -5.327685 0.03 -0.03 0.01 0.00
C 0.707675 -1.788590 -5.594131 0.04 -0.06 -0.01 0.00
C 0.150353 -1.696148 -6.857416 -0.01 0.03 0.02 0.00
C 0.565727 -2.543587 -7.870807 -0.06 0.02 -0.10 0.00
C 1.535225 -3.496552 -7.614769 0.06 -0.08 -0.07 0.00
C 2.084344 -3.602138 -6.348099 -0.01 0.01 0.04 0.00
C -0.163800 -4.219808 -3.328217 0.07 0.18 -0.07 0.00
C 0.238223 -5.633658 -3.076289 0.05 -0.12 -0.13 0.00
C 0.279688 -6.121708 -1.776083 0.02 -0.06 0.05 0.00
C 0.679725 -7.423478 -1.537133 0.01 -0.04 0.06 0.00
C 1.044263 -8.247157 -2.591034 0.03 -0.06 -0.03 0.00
C 1.010696 -7.764016 -3.888864 0.00 0.00 -0.02 0.00
C 0.612678 -6.457853 -4.130500 0.00 -0.03 0.03 0.00
H 2.930922 -3.784060 -3.920433 0.01 -0.04 0.03 0.00
H 2.836730 -2.044829 -3.631640 0.01 0.03 0.03 0.00
H 0.343788 -1.147981 -4.807890 -0.05 0.12 0.15 0.00
H -0.622985 -0.966789 -7.036739 -0.11 0.10 -0.03 0.00
H 0.126842 -2.467814 -8.855235 -0.03 0.01 -0.06 0.00
H 1.859790 -4.166736 -8.398576 0.02 -0.04 -0.04 0.00
H 2.829356 -4.359376 -6.145802 0.08 -0.07 0.03 0.00
H -0.288577 -4.000725 -4.386832 -0.02 0.10 0.00 0.00
H -1.077683 -3.932362 -2.808359 -0.03 0.02 0.08 0.00
H 0.006088 -5.479138 -0.950144 -0.04 0.08 0.10 0.00
H 0.707778 -7.793445 -0.523747 0.00 -0.04 0.10 0.00
H 1.354801 -9.264547 -2.399290 0.02 -0.06 0.01 0.00
H 1.292254 -8.402234 -4.714318 0.02 -0.05 -0.05 0.00
H 0.582321 -6.075016 -5.142058 0.00 0.04 -0.08 0.00
C 3.842368 -2.978234 0.119361 0.02 -0.28 0.13 0.00
C 3.556613 -1.519031 0.120519 0.34 -0.04 0.03 0.00
C 4.699751 -0.551973 0.321938 -0.22 -0.04 0.08 0.00
O 2.427862 -1.111264 -0.028187 -0.01 0.19 -0.10 0.00
H 4.773872 -3.188738 -0.397855 0.15 -0.09 -0.10 0.00
H 3.004796 -3.535474 -0.302211 0.08 0.05 0.06 0.00
H 3.955820 -3.282824 1.168440 0.02 0.01 -0.13 0.00
H 5.615801 -1.035329 0.650436 0.01 -0.06 0.03 0.00
H 4.390546 0.207253 1.037204 -0.01 0.07 0.04 0.00
H 4.880998 -0.046254 -0.625801 0.02 0.06 -0.12 0.00
```
Forces are in eV/Å.

[2]
# C20H33N3O4S

C20H33N3O4S in the gas phase (the ωB97M-V functional and the def2-TZVPD basis, OMol25).

* energy relative to the best compared isomer or geometry (same formula, charge and spin): 0.573 eV
* SMILES string: CCNS(=O)(=O)CC(=O)N(C)C[C@H](C)NC(=O)C[C@H](C)c1ccc(CC)cc1
* maximum force: 0.018 eV/Å
* energy: -44772.3992 eV
* total charge: 0
* molar mass: 411.57 u
* HOMO energy: -8.707 eV

Structure (XYZ):
```
61
Properties=species:S:1:pos:R:3:forces:R:3:lowdin_charge:R:1
C -4.459273 2.610076 7.746109 0.00 0.00 0.00 -0.09
C -4.002447 2.244275 6.344132 0.00 0.00 0.00 -0.28
N -4.111249 3.361337 5.396531 0.00 0.00 0.00 -0.14
S -2.930695 4.474927 5.268372 0.00 0.00 -0.01 0.60
O -3.580702 5.744282 5.092815 0.00 0.01 0.00 -0.30
O -1.953556 4.283285 6.297129 0.00 0.00 0.01 -0.28
C -2.154554 4.175689 3.687321 0.01 0.01 0.00 -0.15
C -1.572110 2.783908 3.498328 -0.01 0.00 0.00 -0.47
O -1.665325 1.938753 4.370830 0.00 0.00 0.00 0.05
N -0.977492 2.541989 2.295771 0.00 0.01 -0.01 -0.08
C -0.831695 3.531255 1.243275 0.00 0.00 0.00 -0.03
C -0.527062 1.187437 2.009087 0.00 0.00 0.01 -0.10
C 0.980708 1.031458 1.743835 0.00 -0.02 -0.01 -0.32
C 1.333216 1.190279 0.268475 0.00 0.01 0.00 -0.04
N 1.347805 -0.306081 2.210585 0.00 0.01 0.00 0.10
C 2.643739 -0.726459 2.302641 0.00 0.00 -0.01 -0.49
O 3.575194 -0.151213 1.770621 0.00 0.00 0.00 0.07
C 2.853795 -1.950253 3.172565 -0.01 0.00 0.01 -0.07
C 3.647441 -1.555613 4.434436 0.00 0.00 -0.01 -0.33
C 3.715826 -2.723922 5.412695 0.00 0.00 0.01 -0.06
C 3.056907 -0.300365 5.041263 0.00 0.00 0.00 -0.22
C 1.765401 -0.275579 5.559560 0.00 0.00 0.00 -0.04
C 1.186320 0.915082 5.976270 0.00 0.00 0.00 -0.03
C 1.888323 2.114979 5.909189 0.00 0.00 0.00 -0.23
C 1.246191 3.416801 6.313729 0.00 0.01 0.00 -0.20
C 1.199358 4.423603 5.164265 0.00 -0.01 0.00 -0.09
C 3.192147 2.081290 5.424350 0.00 0.00 0.00 -0.03
C 3.762603 0.896301 4.987961 0.00 0.00 0.00 -0.02
H -4.392350 1.742083 8.403496 0.00 0.00 0.00 0.08
H -3.833268 3.402332 8.155750 0.00 0.00 0.00 0.07
H -5.496696 2.951723 7.747826 0.00 0.00 0.00 0.07
H -2.965513 1.922652 6.335483 0.00 0.00 0.00 0.09
H -4.596203 1.424084 5.937726 0.00 0.00 0.00 0.11
H -5.012002 3.819947 5.356105 0.00 0.00 0.00 0.11
H -2.926361 4.386325 2.947005 0.00 0.00 0.00 0.11
H -1.388567 4.949267 3.610384 0.00 0.00 0.00 0.11
H -1.496621 4.375091 1.393325 0.00 0.00 0.00 0.08
H 0.191876 3.908597 1.186751 0.00 0.00 0.00 0.10
H -1.083354 3.075279 0.284643 0.00 0.00 0.00 0.10
H -0.811997 0.599044 2.878589 0.00 0.00 0.00 0.11
H -1.083842 0.810676 1.143779 0.00 0.00 0.00 0.14
H 1.525835 1.773076 2.341347 0.00 0.00 0.00 0.15
H 1.081472 2.187058 -0.091594 0.00 0.00 0.00 0.06
H 2.395984 1.026020 0.116506 0.00 0.00 0.00 0.07
H 0.776515 0.458763 -0.321616 0.00 0.00 0.00 0.09
H 0.724777 -0.715906 2.887272 0.00 0.00 0.00 0.12
H 1.898092 -2.396487 3.461620 0.00 0.00 -0.01 0.12
H 3.411499 -2.693147 2.600308 0.00 0.00 0.00 0.13
H 4.659294 -1.307905 4.106863 0.00 0.00 0.00 0.14
H 4.320867 -2.466385 6.282268 0.00 0.00 0.00 0.08
H 2.720449 -2.998603 5.768165 0.00 0.00 0.00 0.07
H 4.154492 -3.602935 4.936586 0.00 0.00 0.00 0.08
H 1.187913 -1.193114 5.620590 0.00 0.00 0.00 0.11
H 0.165359 0.921134 6.339145 0.00 0.00 0.00 0.11
H 0.231141 3.228477 6.661457 0.00 0.00 0.00 0.09
H 1.795932 3.854297 7.152092 0.00 0.00 0.00 0.12
H 0.634880 5.311517 5.450999 0.00 0.00 0.00 0.07
H 2.200103 4.735833 4.861471 0.00 0.00 0.00 0.07
H 0.722747 3.972917 4.289909 0.00 0.00 0.00 0.06
H 3.767311 2.998845 5.368851 0.00 0.00 0.00 0.11
H 4.763261 0.900815 4.572068 0.00 0.00 0.00 0.12
```
Forces are in eV/Å.

[3]
# C14H12N8OSSn

A molecular structure, C14H12N8OSSn (the ωB97M-V functional and the def2-TZVPD basis, OMol25).

* maximum force: 1.361 eV/Å
* energy: -45347.9117 eV
* total charge: 0
* molar mass: 459.08 u
* HOMO energy: -7.085 eV

Structure (XYZ):
```
37
Properties=species:S:1:pos:R:3:forces:R:3:lowdin_charge:R:1
Sn -0.263015 0.494380 0.068601 0.90 0.72 -0.72 1.09
N 2.141934 -1.464700 3.320627 0.06 -0.02 0.07 0.05
C 1.682826 -0.535351 2.435350 -0.44 0.12 -0.16 -0.87
S -0.071137 -0.288168 2.491157 -0.03 0.13 0.03 0.48
N 2.528227 0.043000 1.657121 0.64 -0.29 0.08 -0.02
N 1.981721 0.846083 0.691689 -0.55 0.16 0.06 -0.18
C 2.734176 1.718202 0.138232 0.15 -0.13 0.18 -0.08
C 2.278518 2.662778 -0.856329 -0.27 0.17 -0.28 -0.17
C 3.225216 3.154845 -1.766061 0.02 -0.05 0.02 -0.06
C 2.887924 4.044155 -2.759954 0.03 -0.01 -0.05 -0.11
C 1.569011 4.498969 -2.828660 0.02 -0.02 0.03 -0.09
C 0.629099 4.079590 -1.915114 -0.02 -0.02 -0.03 -0.02
C 0.931400 3.128041 -0.915237 0.20 -0.04 -0.14 -0.42
O -0.012158 2.723550 -0.107831 -0.31 -0.60 0.43 -0.32
H 1.538289 -1.704192 4.086298 0.04 -0.01 0.03 0.07
H 3.136808 -1.499816 3.473180 -0.01 0.06 0.01 0.09
H 3.783834 1.758265 0.432477 -0.01 -0.10 0.04 0.13
H 4.243725 2.786972 -1.697006 0.01 0.03 0.03 0.11
H 3.626374 4.371057 -3.479218 0.00 0.03 0.02 0.09
H 1.275546 5.176445 -3.621633 0.01 0.07 0.05 0.10
H -0.390656 4.439564 -1.962687 -0.01 -0.02 0.01 0.11
N -5.001285 -0.805708 0.295138 0.01 0.27 -0.03 0.03
C -4.063798 0.148616 0.214382 0.05 -0.04 -0.09 -0.14
N -2.881997 -0.407169 0.103801 -0.08 -0.51 0.31 0.03
C -3.152759 -1.755200 0.135919 -0.44 0.64 -0.03 -0.30
N -4.440179 -2.016253 0.243533 0.13 -0.40 0.05 0.12
C -2.148461 -2.822147 0.105383 0.21 -0.45 0.00 -0.21
C -2.527913 -4.157144 0.263770 -0.11 0.08 0.00 -0.07
N -1.639130 -5.135640 0.327768 -0.01 -0.07 -0.01 0.09
C -0.358698 -4.793546 0.225010 -0.05 0.04 0.02 -0.11
C 0.023303 -3.475485 0.028444 0.04 -0.01 -0.01 -0.11
N -0.869049 -2.497339 -0.035273 -0.10 0.25 0.08 0.07
H -5.996851 -0.715651 0.398591 -0.03 0.02 -0.03 0.16
H -4.260623 1.207747 0.223115 -0.09 0.00 0.04 0.13
H -3.574040 -4.424435 0.344338 0.01 0.02 0.03 0.11
H 0.368346 -5.591469 0.308780 0.05 0.04 -0.04 0.11
H 1.065473 -3.192863 -0.067697 0.00 -0.04 0.00 0.11
```
Forces are in eV/Å.

[4]
# C2H3N2O3

A gas-phase ion, C2H3N2O3 (charge -1) (the ωB97M-V functional and the def2-TZVPD basis, OMol25).

* energy relative to the best compared isomer or geometry (same formula, charge and spin): 7.714 eV
* maximum force: 4.081 eV/Å
* energy: -11239.3272 eV
* total charge: -1
* molar mass: 103.06 u
* HOMO energy (spin up / spin down): -2.973 / -1.898 eV

Structure (XYZ):
```
10
Properties=species:S:1:pos:R:3:forces:R:3:lowdin_charge:R:1
C 0.129280 0.829450 -0.040389 -3.35 -2.18 0.80 0.07
C 1.144259 -0.043450 0.006244 -0.64 -0.24 -0.16 -0.17
N -1.535662 0.067138 -0.041468 3.47 1.65 -1.04 -0.22
N 2.486354 0.287506 0.087197 0.96 0.22 0.13 -0.46
O -2.507818 0.867549 0.208939 -0.40 0.12 0.21 -0.36
O 2.835239 1.478310 0.167956 -0.08 -0.30 -0.21 -0.03
O 3.305176 -0.653936 0.163678 -0.15 0.31 -0.06 -0.05
H 0.170164 1.893362 -0.156001 0.01 0.34 -0.09 0.07
H 0.972899 -1.110266 0.048635 0.07 0.00 0.06 0.11
H -1.382992 -0.648154 0.680382 0.11 0.09 0.37 0.05
```
Forces are in eV/Å.

What did the third record say?
# C14H12N8OSSn

A molecular structure, C14H12N8OSSn (the ωB97M-V functional and the def2-TZVPD basis, OMol25).

* maximum force: 1.361 eV/Å
* energy: -45347.9117 eV
* total charge: 0
* molar mass: 459.08 u
* HOMO energy: -7.085 eV

Structure (XYZ):
```
37
Properties=species:S:1:pos:R:3:forces:R:3:lowdin_charge:R:1
Sn -0.263015 0.494380 0.068601 0.90 0.72 -0.72 1.09
N 2.141934 -1.464700 3.320627 0.06 -0.02 0.07 0.05
C 1.682826 -0.535351 2.435350 -0.44 0.12 -0.16 -0.87
S -0.071137 -0.288168 2.491157 -0.03 0.13 0.03 0.48
N 2.528227 0.043000 1.657121 0.64 -0.29 0.08 -0.02
N 1.981721 0.846083 0.691689 -0.55 0.16 0.06 -0.18
C 2.734176 1.718202 0.138232 0.15 -0.13 0.18 -0.08
C 2.278518 2.662778 -0.856329 -0.27 0.17 -0.28 -0.17
C 3.225216 3.154845 -1.766061 0.02 -0.05 0.02 -0.06
C 2.887924 4.044155 -2.759954 0.03 -0.01 -0.05 -0.11
C 1.569011 4.498969 -2.828660 0.02 -0.02 0.03 -0.09
C 0.629099 4.079590 -1.915114 -0.02 -0.02 -0.03 -0.02
C 0.931400 3.128041 -0.915237 0.20 -0.04 -0.14 -0.42
O -0.012158 2.723550 -0.107831 -0.31 -0.60 0.43 -0.32
H 1.538289 -1.704192 4.086298 0.04 -0.01 0.03 0.07
H 3.136808 -1.499816 3.473180 -0.01 0.06 0.01 0.09
H 3.783834 1.758265 0.432477 -0.01 -0.10 0.04 0.13
H 4.243725 2.786972 -1.697006 0.01 0.03 0.03 0.11
H 3.626374 4.371057 -3.479218 0.00 0.03 0.02 0.09
H 1.275546 5.176445 -3.621633 0.01 0.07 0.05 0.10
H -0.390656 4.439564 -1.962687 -0.01 -0.02 0.01 0.11
N -5.001285 -0.805708 0.295138 0.01 0.27 -0.03 0.03
C -4.063798 0.148616 0.214382 0.05 -0.04 -0.09 -0.14
N -2.881997 -0.407169 0.103801 -0.08 -0.51 0.31 0.03
C -3.152759 -1.755200 0.135919 -0.44 0.64 -0.03 -0.30
N -4.440179 -2.016253 0.243533 0.13 -0.40 0.05 0.12
C -2.148461 -2.822147 0.105383 0.21 -0.45 0.00 -0.21
C -2.527913 -4.157144 0.263770 -0.11 0.08 0.00 -0.07
N -1.639130 -5.135640 0.327768 -0.01 -0.07 -0.01 0.09
C -0.358698 -4.793546 0.225010 -0.05 0.04 0.02 -0.11
C 0.023303 -3.475485 0.028444 0.04 -0.01 -0.01 -0.11
N -0.869049 -2.497339 -0.035273 -0.10 0.25 0.08 0.07
H -5.996851 -0.715651 0.398591 -0.03 0.02 -0.03 0.16
H -4.260623 1.207747 0.223115 -0.09 0.00 0.04 0.13
H -3.574040 -4.424435 0.344338 0.01 0.02 0.03 0.11
H 0.368346 -5.591469 0.308780 0.05 0.04 -0.04 0.11
H 1.065473 -3.192863 -0.067697 0.00 -0.04 0.00 0.11
```
Forces are in eV/Å.

> Look up the molar mass of the second one.

411.57 u

> Number 4 is which compound?

C2H3N2O3